ORCA calculation (wB97M-V/def2-TZVPD) on an isolated molecule of C3H6N2O2S in a non-equilibrium geometry.

## Properties
SMILES string: [H]/N=C(/N)OC(=S)OC
Energy above the lowest of the compared OMol25 structures with the same formula, charge and spin in eV: 5.709
LUMO level in eV: 0.105

Cartesian coordinates (Å):
C  0.148  -1.476  -1.608
C  1.086  -0.831  0.479
C  -0.447  1.270  1.056
H  0.377  -0.846  -2.592
H  -0.232  -2.559  -2.187
H  -0.848  -1.415  -0.929
H  -1.348  1.324  -0.894
H  -1.199  2.989  0.233
H  0.627  0.836  2.490
N  -1.476  1.747  0.276
N  -0.108  1.483  2.254
O  1.360  -1.515  -0.706
O  0.291  0.280  0.169
S  1.770  -1.288  1.960



ORCA calculation (wB97M-V/def2-TZVPD) on an isolated molecule of C3H6N2O2S in a non-equilibrium geometry.

## Properties
SMILES string: CC(=O)NC(=O)NS
Energy above the lowest of the compared OMol25 structures with the same formula, charge and spin in eV: 2.611
LUMO level in eV: 0.390

Cartesian coordinates (Å):
C  2.568  0.096  -0.247
C  1.041  -0.334  -0.079
C  -1.255  0.613  -0.094
H  2.658  1.064  -0.889
H  3.100  0.546  0.745
H  3.236  -0.850  -0.579
H  0.599  1.648  0.105
H  -1.553  -1.586  0.194
H  -3.854  -1.070  1.142
N  0.200  0.663  -0.019
N  -1.859  -0.625  -0.289
O  0.594  -1.469  0.130
O  -1.852  1.643  0.085
S  -3.623  -0.340  -0.205



ORCA calculation (wB97M-V/def2-TZVPD) on C3H6N2O3 as an isolated structure in a non-equilibrium geometry.

## Properties
Energy above the lowest of the compared OMol25 structures with the same formula, charge and spin in eV: 10.133
LUMO level in eV: -0.080

Cartesian coordinates (Å):
C  -2.527  0.517  0.320
C  -0.959  -1.207  -0.209
C  2.417  -0.362  0.046
H  -3.599  0.751  1.243
H  -3.155  1.273  -0.999
H  -1.174  0.768  0.963
H  -0.882  -2.239  -0.583
H  3.447  1.290  -0.140
H  1.606  1.626  0.040
N  0.095  -0.490  -0.299
N  2.351  1.002  -0.477
O  -2.232  -0.886  -0.081
O  1.216  -1.073  -0.334
O  3.399  -0.968  0.509



ORCA calculation (wB97M-V/def2-TZVPD) on a 2-piece molecular cluster, C3H6N2O3 overall in a non-equilibrium geometry.

## Properties
Energy above the lowest of the compared OMol25 structures with the same formula, charge and spin in eV: 8.293
LUMO level in eV: -0.374

Cartesian coordinates (Å):
C  -0.425  0.531  -0.069
C  0.558  -0.013  0.815
C  0.844  -1.181  -0.195
H  -1.013  1.931  -1.367
H  0.547  2.292  -0.071
H  -2.892  -1.624  -0.294
H  -0.029  -0.613  1.661
H  2.423  0.286  0.582
H  -0.007  -1.678  -0.881
N  0.001  1.601  -0.799
N  -1.598  0.134  -0.320
O  -2.015  -0.982  0.663
O  1.666  0.699  1.076
O  1.941  -1.383  -0.801



ORCA calculation (wB97M-V/def2-TZVPD) on an isolated molecule of C3H6N2O3 in a non-equilibrium geometry.

## Properties
SMILES string: COC(=O)/C(O)=N\N
Energy above the lowest of the compared OMol25 structures with the same formula, charge and spin in eV: 5.069
LUMO level (spin up / spin down) in eV: 0.172 / 0.172

Cartesian coordinates (Å):
C  2.299  0.288  -0.635
C  0.066  0.855  0.221
C  -1.021  0.020  -0.356
N  -1.698  -1.210  1.439
O  1.022  -0.223  -0.265
O  -1.185  0.052  -1.699
N  -1.999  -0.330  0.426
O  0.252  1.859  0.831
H  -2.066  -0.313  -1.876
H  -2.551  -1.471  1.932
H  -1.090  -0.766  2.135
H  2.248  0.903  -1.539
H  2.727  0.872  0.190
H  2.997  -0.537  -0.802



ORCA calculation (wB97M-V/def2-TZVPD) on a 2-piece molecular cluster, C3H6N2OS overall in a non-equilibrium geometry.

## Properties
Energy above the lowest of the compared OMol25 structures with the same formula, charge and spin in eV: 7.019
LUMO level (spin up / spin down) in eV: -2.888 / -2.881

Cartesian coordinates (Å):
C  1.246  -0.244  -1.930
C  -0.231  -1.186  0.911
C  -1.202  1.038  -0.198
N  1.393  -1.390  -2.105
N  1.156  0.958  -1.443
O  0.263  1.226  2.021
S  -0.837  0.490  1.427
H  -0.588  -1.885  1.693
H  0.909  -1.206  1.033
H  -0.686  -1.370  -0.093
H  -2.055  0.510  -0.511
H  -0.848  1.974  -0.311
H  1.481  1.086  -0.493



ORCA calculation (wB97M-V/def2-TZVPD) on a 2-piece molecular cluster, C3H6N2OS overall in a non-equilibrium geometry.

## Properties
Energy above the lowest of the compared OMol25 structures with the same formula, charge and spin in eV: 3.933
LUMO level in eV: 0.549

Cartesian coordinates (Å):
C  -1.300  0.230  1.120
C  2.392  -1.367  -2.036
C  -1.632  1.575  1.883
N  -0.167  -0.280  1.085
N  0.832  -0.784  1.273
O  3.169  -1.532  -2.921
S  0.690  -0.979  -2.523
H  -2.173  -0.278  0.652
H  2.421  -1.320  -0.931
H  -2.804  1.594  1.976
H  -1.415  2.486  1.363
H  -1.177  1.572  2.876
H  1.164  -0.920  -3.817



ORCA calculation (wB97M-V/def2-TZVPD) on an isolated molecule of C3H6N2OS in a non-equilibrium geometry.

## Properties
SMILES string: C=CN(S)/C=N/O
Energy above the lowest of the compared OMol25 structures with the same formula, charge and spin in eV: 3.987
LUMO level in eV: 0.749

Cartesian coordinates (Å):
C  1.140  -0.194  -0.212
C  -1.185  -0.717  -0.082
C  -2.516  -0.548  0.025
H  3.940  0.601  0.103
H  1.319  -1.334  -0.324
H  -0.382  2.147  1.112
H  -0.832  -1.717  -0.230
H  -3.194  -1.379  0.031
H  -2.925  0.461  0.024
N  2.093  0.633  0.004
N  -0.191  0.251  -0.193
O  3.295  -0.101  -0.063
S  -0.563  1.896  -0.195



ORCA calculation (wB97M-V/def2-TZVPD) on C3H6N2OS2 as an isolated structure in a non-equilibrium geometry.

## Properties
Energy above the lowest of the compared OMol25 structures with the same formula, charge and spin in eV: 7.388
LUMO level in eV: -0.240

Cartesian coordinates (Å):
C  0.439  -2.171  -0.340
C  1.036  -0.906  -0.717
C  -1.525  0.999  0.602
H  1.142  -2.943  -1.016
H  -0.543  -2.226  -0.616
H  0.610  -2.505  0.823
H  -2.382  0.820  1.231
H  -1.775  3.331  0.376
H  1.526  1.543  0.063
N  -0.883  -0.114  0.075
N  -1.017  2.318  0.695
O  0.318  0.275  -0.544
S  2.363  -0.704  -1.773
S  0.693  2.282  1.140



ORCA calculation (wB97M-V/def2-TZVPD) on an isolated molecule of C3H6N2OS2 in a non-equilibrium geometry.

## Properties
SMILES string: [H]/N=C\N(O)C(=S)SC
Energy above the lowest of the compared OMol25 structures with the same formula, charge and spin in eV: 3.017
LUMO level in eV: -0.089

Cartesian coordinates (Å):
C  0.847  0.703  2.659
C  0.084  -0.469  0.167
C  -0.337  0.716  -2.063
H  1.138  1.624  3.094
H  -0.076  0.386  3.193
H  1.626  -0.048  2.799
H  -0.792  -2.167  -0.867
H  0.298  1.514  -1.758
H  -1.438  -0.220  -3.201
N  -0.370  -0.372  -1.096
N  -0.865  0.642  -3.181
O  -0.906  -1.533  -1.598
S  0.486  1.143  0.936
S  0.304  -1.919  0.917



Question: The highest energy above the lowest of the compared OMol25 structures with the same formula, charge and spin belongs to which entry?
Answer: number 3



Question: energy above the lowest of the compared OMol25 structures with the same formula, charge and spin of number 1 (C3H6N2O2S)?
Answer: 5.709 eV